Entry 1:
{
  "formula": "C48H62N6O16",
  "method": "ωB97M-V/def2-TZVPD",
  "elements": ["C", "C", "O", "N", "C", "H", "H", "H", "H", "H", "H", "H", "C", "C", "O", "N", "C", "H", "H", "H", "H", "H", "H", "H", "C", "C", "O", "N", "C", "H", "H", "H", "H", "H", "H", "H", "C", "C", "O", "N", "C", "H", "H", "H", "H", "H", "H", "H", "C", "C", "O", "N", "C", "H", "H", "H", "H", "H", "H", "H", "C", "C", "O", "N", "C", "H", "H", "H", "H", "H", "H", "H", "C", "C", "C", "O", "C", "C", "C", "O", "H", "H", "H", "H", "C", "C", "C", "O", "C", "C", "C", "O", "H", "H", "H", "H", "C", "C", "C", "O", "C", "C", "C", "O", "H", "H", "H", "H", "C", "C", "C", "O", "C", "C", "C", "O", "H", "H", "H", "H", "C", "C", "C", "O", "C", "C", "C", "O", "H", "H", "H", "H"],
  "coordinates": [[1.65, -5.09, -7.07], [2.35, -3.75, -6.69], [2.35, -2.81, -7.51], [3.11, -3.79, -5.62], [3.83, -2.58, -5.20], [0.57, -5.05, -6.95], [1.98, -5.89, -6.41], [1.90, -5.41, -8.09], [2.93, -4.48, -4.90], [3.11, -1.81, -4.94], [4.53, -2.23, -5.96], [4.35, -2.82, -4.27], [-0.43, 1.62, 5.32], [-1.45, 0.50, 5.52], [-2.66, 0.81, 5.65], [-1.15, -0.77, 5.49], [0.14, -1.40, 5.40], [0.56, 1.29, 5.64], [-0.66, 2.57, 5.81], [-0.39, 1.73, 4.23], [-1.96, -1.38, 5.50], [0.80, -0.69, 5.88], [0.48, -1.68, 4.40], [0.15, -2.22, 6.12], [-4.22, -4.13, 1.45], [-4.38, -2.67, 1.14], [-5.20, -2.20, 0.33], [-3.53, -1.94, 1.83], [-3.33, -0.46, 1.71], [-3.71, -4.34, 2.40], [-3.57, -4.59, 0.70], [-5.20, -4.60, 1.53], [-2.98, -2.50, 2.48], [-4.22, 0.16, 1.82], [-2.80, -0.26, 0.78], [-2.65, -0.12, 2.48], [4.12, 2.28, -2.37], [4.78, 2.32, -0.99], [4.23, 1.74, -0.07], [5.92, 2.95, -0.87], [6.79, 2.93, 0.29], [3.19, 2.85, -2.37], [3.84, 1.26, -2.63], [4.73, 2.68, -3.19], [6.24, 3.23, -1.79], [6.58, 3.81, 0.90], [7.84, 3.13, 0.04], [6.82, 2.03, 0.89], [4.40, -0.70, 5.21], [3.64, -0.07, 4.07], [2.74, 0.76, 4.33], [4.13, -0.20, 2.83], [5.15, -1.07, 2.28], [5.08, 0.00, 5.71], [4.84, -1.67, 4.98], [3.71, -0.83, 6.04], [3.71, 0.43, 2.17], [5.67, -1.74, 2.96], [5.90, -0.45, 1.79], [4.74, -1.60, 1.41], [-6.15, -2.04, -2.94], [-4.66, -1.87, -3.13], [-4.30, -1.72, -4.28], [-3.78, -1.93, -2.11], [-2.33, -1.66, -2.17], [-6.44, -2.58, -3.84], [-6.62, -1.06, -2.92], [-6.33, -2.52, -1.98], [-4.12, -2.15, -1.18], [-1.91, -1.24, -3.08], [-1.90, -2.65, -2.05], [-2.00, -0.95, -1.41], [3.34, 4.94, 0.30], [4.22, 5.24, 1.28], [3.98, 4.96, 2.67], [4.84, 5.32, 3.49], [2.72, 4.21, 2.89], [1.78, 3.93, 1.94], [2.00, 4.35, 0.50], [1.28, 4.22, -0.51], [3.68, 5.14, -0.71], [5.09, 5.78, 0.93], [2.59, 3.79, 3.87], [0.90, 3.37, 2.22], [-5.10, 4.52, 1.94], [-5.34, 5.00, 3.19], [-4.85, 4.44, 4.44], [-5.20, 4.81, 5.55], [-3.80, 3.36, 4.22], [-3.56, 2.93, 2.95], [-4.11, 3.43, 1.73], [-3.69, 3.08, 0.63], [-5.42, 5.14, 1.12], [-5.88, 5.94, 3.15], [-3.23, 2.95, 5.04], [-2.97, 2.03, 2.93], [1.81, -6.68, -1.53], [1.73, -6.03, -0.32], [1.40, -4.64, -0.20], [1.46, -3.97, 0.83], [0.95, -4.13, -1.47], [1.07, -4.72, -2.69], [1.55, -6.09, -2.80], [1.77, -6.62, -3.90], [2.13, -7.71, -1.53], [2.06, -6.53, 0.57], [0.50, -3.15, -1.51], [0.83, -4.27, -3.64], [-3.81, 2.96, -2.71], [-5.04, 3.52, -2.69], [-6.12, 3.20, -3.62], [-7.23, 3.70, -3.60], [-5.76, 2.09, -4.50], [-4.54, 1.48, -4.50], [-3.43, 1.94, -3.62], [-2.29, 1.53, -3.60], [-3.09, 3.29, -1.98], [-5.07, 4.27, -1.91], [-6.53, 1.60, -5.07], [-4.27, 0.56, -5.00], [0.85, -0.11, 0.95], [1.62, -0.67, -0.03], [1.54, -0.44, -1.50], [2.26, -0.96, -2.36], [0.47, 0.51, -1.81], [-0.27, 1.11, -0.81], [-0.18, 0.96, 0.61], [-0.90, 1.59, 1.39], [1.09, -0.39, 1.96], [2.28, -1.47, 0.28], [0.29, 0.82, -2.83], [-0.98, 1.84, -1.15]],
  "e_lumo_ev": -2.771,
  "e_homo_ev": -9.12,
  "homo_lumo_gap_ev": 6.35,
  "smiles": "O=C1C=CC(=O)C=C1.O=C1C=CC(=O)C=C1.O=C1C=CC(=O)C=C1.O=C1C=CC(=O)C=C1.O=C1C=CC(=O)C=C1.CNC(C)=O.CNC(C)=O.CNC(C)=O.CNC(C)=O.CNC(C)=O.CNC(C)=O",
  "spin_multiplicity": 1
}

***

Entry 2:
{
  "formula": "H2P2S4",
  "method": "ωB97M-V/def2-TZVPD",
  "elements": ["P", "P", "S", "S", "S", "S", "H", "H"],
  "coordinates": [[-1.86, -0.67, 2.51], [-0.89, 0.65, -0.21], [-0.70, 2.66, -0.16], [-3.00, 0.17, 1.03], [0.01, -0.05, 1.84], [1.89, -1.42, -1.36], [1.56, -0.12, -1.51], [2.99, -1.23, -2.14]],
  "e_lumo_ev": -2.173,
  "de_lowest_kj_mol": 127.6,
  "e_homo_ev": -8.65,
  "homo_lumo_gap_ev": 6.48,
  "spin_multiplicity": 1
}

***

Entry 3:
{
  "formula": "C38H102N19O5P5",
  "method": "ωB97M-V/def2-TZVPD",
  "elements": ["O", "P", "N", "C", "C", "N", "C", "C", "N", "C", "C", "H", "H", "H", "H", "H", "H", "H", "H", "H", "H", "H", "H", "H", "H", "H", "H", "H", "H", "O", "P", "N", "C", "C", "N", "C", "C", "N", "C", "C", "H", "H", "H", "H", "H", "H", "H", "H", "H", "H", "H", "H", "H", "H", "H", "H", "H", "H", "O", "P", "N", "C", "C", "N", "C", "C", "N", "C", "C", "H", "H", "H", "H", "H", "H", "H", "H", "H", "H", "H", "H", "H", "H", "H", "H", "H", "H", "O", "P", "N", "C", "C", "N", "C", "C", "N", "C", "C", "H", "H", "H", "H", "H", "H", "H", "H", "H", "H", "H", "H", "H", "H", "H", "H", "H", "H", "O", "P", "N", "C", "C", "N", "C", "C", "N", "C", "C", "H", "H", "H", "H", "H", "H", "H", "H", "H", "H", "H", "H", "H", "H", "H", "H", "H", "H", "C", "C", "N", "H", "H", "H", "C", "C", "N", "H", "H", "H", "C", "C", "N", "H", "H", "H", "C", "C", "N", "H", "H", "H"],
  "coordinates": [[-1.11, 0.27, -4.58], [-2.49, -0.10, -4.21], [-3.68, 0.17, -5.32], [-3.88, 1.56, -5.71], [-3.93, -0.81, -6.35], [-3.01, 0.85, -2.95], [-1.97, 1.19, -1.98], [-4.37, 0.87, -2.43], [-2.65, -1.69, -3.78], [-3.92, -2.27, -3.42], [-1.44, -2.47, -3.56], [-4.85, 1.93, -5.33], [-3.92, 1.70, -6.79], [-3.15, 2.23, -5.25], [-4.90, -0.66, -6.83], [-3.99, -1.82, -5.93], [-3.13, -0.83, -7.10], [-1.46, 0.29, -1.61], [-1.21, 1.80, -2.47], [-2.38, 1.71, -1.12], [-4.60, -0.02, -1.84], [-4.46, 1.75, -1.79], [-5.11, 0.99, -3.22], [-4.04, -3.24, -3.92], [-4.01, -2.43, -2.34], [-4.73, -1.66, -3.81], [-0.60, -1.81, -3.32], [-1.17, -3.06, -4.44], [-1.60, -3.14, -2.71], [2.58, -7.03, -2.73], [2.02, -7.24, -1.39], [1.42, -5.85, -0.71], [0.59, -5.89, 0.49], [2.15, -4.61, -0.87], [3.13, -7.90, -0.34], [4.52, -7.47, -0.50], [2.76, -8.41, 0.97], [0.74, -8.30, -1.26], [-0.49, -7.88, -1.93], [1.08, -9.70, -1.53], [0.07, -4.93, 0.59], [1.21, -6.02, 1.39], [-0.16, -6.66, 0.41], [1.51, -3.77, -1.11], [2.88, -4.70, -1.68], [2.72, -4.40, 0.05], [4.58, -6.43, -0.84], [5.04, -7.47, 0.46], [5.07, -8.13, -1.18], [3.31, -9.34, 1.15], [3.03, -7.71, 1.77], [1.69, -8.58, 1.05], [-0.41, -7.94, -3.02], [-1.31, -8.53, -1.60], [-0.77, -6.87, -1.64], [1.77, -10.08, -0.79], [1.50, -9.83, -2.54], [0.16, -10.29, -1.45], [-5.72, 1.53, 4.34], [-5.18, 1.43, 2.98], [-6.12, 2.03, 1.75], [-6.10, 3.45, 1.45], [-7.39, 1.39, 1.47], [-4.98, -0.16, 2.52], [-4.61, -1.15, 3.52], [-4.73, -0.56, 1.16], [-3.74, 2.22, 2.83], [-3.10, 2.35, 1.53], [-2.90, 2.25, 4.01], [-5.09, 3.87, 1.47], [-6.71, 4.04, 2.15], [-6.48, 3.63, 0.44], [-7.66, 1.63, 0.44], [-8.21, 1.74, 2.12], [-7.28, 0.31, 1.51], [-5.39, -1.92, 3.63], [-3.69, -1.67, 3.24], [-4.45, -0.67, 4.48], [-3.65, -0.71, 0.98], [-5.25, -1.50, 0.92], [-5.08, 0.20, 0.47], [-2.69, 3.37, 1.46], [-2.28, 1.65, 1.35], [-3.79, 2.21, 0.71], [-2.99, 3.23, 4.50], [-1.84, 2.18, 3.73], [-3.11, 1.45, 4.71], [1.75, 3.47, -1.75], [2.77, 2.79, -2.57], [2.37, 2.69, -4.17], [3.33, 2.57, -5.24], [0.93, 2.71, -4.51], [3.01, 1.22, -2.02], [3.98, 0.36, -2.66], [1.85, 0.51, -1.51], [4.31, 3.42, -2.57], [4.44, 4.78, -3.08], [5.11, 3.27, -1.35], [3.86, 3.52, -5.43], [2.80, 2.32, -6.16], [4.11, 1.84, -5.05], [0.40, 2.09, -3.80], [0.80, 2.25, -5.48], [0.62, 3.76, -4.50], [4.90, 0.91, -2.90], [4.29, -0.45, -2.00], [3.59, -0.05, -3.60], [2.15, -0.39, -0.98], [1.30, 1.16, -0.81], [1.10, 0.30, -2.29], [5.49, 4.95, -3.34], [3.86, 4.89, -4.00], [4.11, 5.52, -2.35], [4.81, 4.02, -0.60], [6.16, 3.41, -1.59], [4.94, 2.30, -0.88], [3.49, 5.99, 1.98], [2.42, 5.31, 2.74], [2.39, 5.68, 4.34], [3.41, 6.60, 4.87], [1.52, 5.03, 5.32], [2.49, 3.64, 2.74], [3.48, 3.01, 3.64], [2.35, 3.01, 1.44], [0.93, 5.61, 2.09], [-0.32, 5.32, 2.74], [0.85, 6.20, 0.77], [3.06, 7.63, 4.83], [4.31, 6.52, 4.26], [3.62, 6.33, 5.90], [1.24, 4.05, 4.95], [0.60, 5.61, 5.45], [2.05, 4.97, 6.27], [4.42, 3.57, 3.63], [3.06, 3.03, 4.65], [3.63, 1.98, 3.37], [2.21, 1.94, 1.57], [1.45, 3.41, 0.98], [3.20, 3.15, 0.76], [-1.11, 5.20, 1.99], [-0.28, 4.40, 3.32], [-0.64, 6.14, 3.39], [0.26, 7.13, 0.78], [0.31, 5.53, 0.09], [1.84, 6.38, 0.37], [-0.85, -1.63, 0.44], [-0.32, -0.42, 1.04], [0.05, 0.52, 1.59], [-1.66, -1.39, -0.24], [-1.24, -2.22, 1.28], [-0.07, -2.21, -0.04], [4.09, -0.49, 1.20], [3.03, -1.46, 1.34], [2.18, -2.22, 1.44], [5.06, -0.97, 1.28], [3.99, 0.25, 1.99], [4.03, 0.03, 0.25], [1.36, -3.94, 4.09], [0.08, -3.26, 3.92], [-0.92, -2.73, 3.77], [1.24, -4.85, 4.68], [2.00, -3.32, 4.72], [1.80, -4.15, 3.12], [0.68, 1.06, 4.76], [1.87, 0.31, 5.11], [2.81, -0.29, 5.35], [0.76, 1.59, 3.81], [0.41, 1.77, 5.54], [-0.13, 0.35, 4.55]],
  "e_lumo_ev": 0.346,
  "de_lowest_kj_mol": 0.0,
  "e_homo_ev": -8.24,
  "homo_lumo_gap_ev": 8.59,
  "smiles": "CN(C)P(=O)(N(C)C)N(C)C.CN(C)P(=O)(N(C)C)N(C)C.CN(C)P(=O)(N(C)C)N(C)C.CN(C)P(=O)(N(C)C)N(C)C.CN(C)P(=O)(N(C)C)N(C)C.CC#N.CC#N.CC#N.CC#N",
  "spin_multiplicity": 1
}

***

Repeat the second record exactly.
{
  "formula": "H2P2S4",
  "method": "ωB97M-V/def2-TZVPD",
  "elements": ["P", "P", "S", "S", "S", "S", "H", "H"],
  "coordinates": [[-1.86, -0.67, 2.51], [-0.89, 0.65, -0.21], [-0.70, 2.66, -0.16], [-3.00, 0.17, 1.03], [0.01, -0.05, 1.84], [1.89, -1.42, -1.36], [1.56, -0.12, -1.51], [2.99, -1.23, -2.14]],
  "e_lumo_ev": -2.173,
  "de_lowest_kj_mol": 127.6,
  "e_homo_ev": -8.65,
  "homo_lumo_gap_ev": 6.48,
  "spin_multiplicity": 1
}